Entry 1:
Molecular formula: C4H9N2O
Method: DFT, ωB97M-V/def2-TZVPD

* Kohn-Sham gap: 10.4482 eV
* HOMO energy: -13.9 eV
* net charge: +1
* relative energy (zero: lowest compared OMol25 entry of this formula, charge and spin): 19.7 kcal per mole
* LUMO energy: -3.417 eV

Last column: Löwdin charge in e.
Element x y z (Å)
O  0.39  -0.35  3.20  -0.05
N  -0.27  -0.60  0.09  0.15
N  1.26  -0.33  -1.39  0.12
C  0.90  -1.07  -0.35  -0.05
C  -0.74  0.38  -0.78  -0.23
C  0.19  0.46  -1.77  0.01
C  -1.72  1.43  -0.41  0.01
H  1.30  -2.03  -0.07  0.17
H  1.17  0.14  3.49  0.05
H  2.17  -0.56  -1.77  0.18
H  -0.58  -0.56  1.06  0.15
H  -2.71  1.23  -0.83  0.10
H  -1.80  1.57  0.66  0.09
H  -1.47  2.35  -0.91  0.09
H  0.12  -0.87  3.97  0.06
H  0.18  0.87  -2.77  0.14

---

Entry 2:
Molecular formula: C3H8NOS
Method: DFT, ωB97M-V/def2-TZVPD

* Kohn-Sham gap (alpha / beta): 5.5510 / 5.5561 eV
* HOMO energy (alpha / beta): -2.0 / -2.0 eV
* net charge: -1
* relative energy (zero: lowest compared OMol25 entry of this formula, charge and spin): 124.5 kcal per mole
* LUMO energy (alpha / beta): 3.576 / 3.574 eV

Last column: Löwdin charge in e.
Element x y z (Å)
S  3.17  0.04  -0.05  0.34
O  -1.87  -1.48  -0.17  -0.30
N  -1.64  -0.39  0.41  -0.27
C  1.07  -0.26  -0.34  -0.45
C  0.31  -0.39  0.88  -0.22
C  -1.78  0.86  -0.50  -0.15
H  0.19  0.56  1.32  0.03
H  0.59  -1.20  1.51  0.05
H  -1.60  0.87  -1.52  0.02
H  -1.27  1.69  0.01  0.05
H  -2.88  1.05  -0.43  0.07
H  1.19  -1.10  -1.03  0.04
H  3.60  -0.96  0.78  -0.25
H  0.93  0.71  -0.87  0.04

---

Entry 3:
Molecular formula: C94H206F3N13O11
Method: DFT, ωB97M-V/def2-TZVPD

* Kohn-Sham gap: 7.8148 eV
* HOMO energy: -17.0 eV
* net charge: +6
* LUMO energy: -9.150 eV

Last column: Löwdin charge in e.
Element x y z (Å)
F  5.58  3.35  0.30  0.03
F  3.65  2.64  1.15  0.07
F  5.51  2.16  2.16  0.14
O  -2.95  3.23  -2.67  -0.06
O  2.26  -4.01  -5.61  -0.03
O  3.28  -3.38  -3.74  -0.06
O  4.88  -0.19  0.74  -0.10
O  -1.22  -3.52  1.01  -0.04
O  3.29  -2.11  -5.47  -0.07
O  -2.32  -3.11  2.85  -0.11
O  4.26  1.17  -0.98  -0.20
O  -1.21  1.89  -2.75  -0.03
O  -1.89  2.55  -0.88  -0.06
O  -0.20  -3.51  2.87  -0.01
N  -1.23  -3.43  2.23  -0.58
N  1.27  -0.32  -1.59  -0.20
N  -2.04  2.53  -2.11  -0.57
N  2.96  -3.21  -4.95  -0.55
N  3.52  -6.98  -2.79  -0.27
N  5.77  1.60  -3.77  -0.21
N  2.76  -0.81  -9.14  -0.26
N  -7.64  3.75  6.05  -0.28
N  1.41  -2.74  6.49  -0.27
N  4.09  5.46  4.24  -0.29
N  -5.70  -3.19  4.85  -0.25
N  -3.26  -5.19  -1.28  -0.28
N  -2.64  6.49  -2.20  -0.23
C  -8.59  2.59  5.81  -0.10
C  0.30  5.11  3.64  -0.23
C  6.60  1.73  -4.99  -0.12
C  -0.35  -4.24  7.30  -0.12
C  4.43  4.10  4.73  -0.12
C  5.14  -1.66  5.36  -0.25
C  -1.66  5.81  -1.19  -0.10
C  -7.72  -3.40  6.44  -0.19
C  5.42  0.18  -3.41  0.03
C  -6.29  -2.89  6.18  -0.14
C  -1.54  0.44  2.42  -0.10
C  7.92  2.38  -4.59  -0.14
C  1.47  -2.71  8.00  -0.07
C  2.29  1.26  -10.53  -0.17
C  2.72  1.85  -11.88  -0.26
C  0.54  -1.68  5.96  0.00
C  3.87  -8.15  -1.92  0.04
C  -0.03  0.25  2.08  -0.21
C  0.92  -0.44  -7.61  -0.13
C  5.16  0.96  -0.06  -0.48
C  -4.44  -2.30  4.66  -0.09
C  2.32  3.37  -4.88  -0.22
C  -2.18  6.22  -3.59  0.01
C  1.54  -1.62  -9.60  -0.07
C  -7.74  3.83  7.58  -0.07
C  0.18  -3.41  8.50  -0.11
C  -4.85  -1.63  -1.28  -0.26
C  1.39  3.33  -6.13  -0.09
C  -9.30  3.65  7.85  -0.11
C  4.77  -6.14  -2.81  -0.10
C  5.77  -0.42  4.88  -0.12
C  -4.05  -3.94  -1.62  -0.11
C  -8.18  5.03  5.48  0.05
C  -9.84  2.91  6.62  -0.14
C  1.02  0.48  -0.27  -0.05
C  -6.61  -2.77  3.65  -0.06
C  6.68  2.21  -2.67  -0.13
C  -5.81  3.30  4.22  -0.18
C  2.48  -6.05  -2.27  -0.10
C  -0.19  5.63  -1.54  -0.18
C  4.15  4.13  6.22  -0.12
C  1.87  -8.18  -4.33  -0.18
C  -3.72  -2.62  -0.89  -0.15
C  3.24  -7.50  -4.17  -0.12
C  3.33  0.14  -10.16  -0.12
C  2.40  -0.09  -7.85  -0.09
C  0.33  -1.19  -3.65  -0.12
C  -2.89  7.89  -1.82  -0.12
C  5.84  -1.22  0.65  -0.24
C  -5.77  -1.87  2.83  -0.18
C  0.24  -0.40  0.73  -0.17
C  4.68  -5.28  -1.57  -0.18
C  -1.88  -4.91  -1.70  -0.15
C  -3.51  -5.47  0.15  0.03
C  -3.75  7.76  -0.61  -0.15
C  4.74  5.64  2.90  0.06
C  3.85  -1.81  -8.80  0.02
C  2.75  -2.80  5.72  -0.07
C  3.71  -1.58  6.00  -0.15
C  3.20  -5.28  -1.15  -0.13
C  2.67  5.82  4.16  -0.12
C  1.76  4.87  3.32  -0.16
C  -3.67  -6.33  -2.19  -0.06
C  -4.03  5.86  -2.07  -0.09
C  -0.05  -0.97  -2.15  -0.05
C  -4.32  3.43  3.96  -0.27
C  4.47  2.52  -3.76  -0.07
C  1.96  4.68  -0.44  -0.08
C  4.95  2.24  0.97  -0.44
C  -5.31  -4.62  4.70  0.03
C  -4.75  6.59  -0.91  -0.09
C  0.34  -9.15  -6.23  -0.08
C  -3.89  3.11  2.55  -0.09
C  7.60  3.17  -3.34  -0.15
C  -6.21  3.53  5.73  -0.13
C  -4.97  -1.14  3.85  -0.15
C  0.73  -1.77  -8.35  -0.13
C  2.37  -1.32  -1.41  0.01
C  -0.14  6.62  3.31  -0.04
C  -1.72  -5.15  -3.15  -0.15
C  1.64  0.63  -2.69  -0.13
C  -8.13  -2.93  7.82  -0.28
C  4.02  2.61  -11.88  -0.11
C  -9.55  -3.20  8.14  -0.09
C  5.14  -2.57  0.45  -0.06
C  -4.72  -0.25  -0.74  -0.10
C  -2.91  -6.05  -3.48  -0.13
C  1.21  0.01  -4.00  -0.17
C  0.52  5.24  -0.25  -0.25
C  1.78  -8.83  -5.72  -0.22
C  4.27  5.65  6.63  -0.10
C  4.60  6.39  5.32  -0.08
C  3.51  2.36  -4.96  -0.17
C  0.68  -4.03  6.18  -0.10
H  1.91  5.04  2.24  0.10
H  3.24  -0.64  5.64  0.10
H  0.66  0.75  -4.57  0.11
H  6.59  0.73  -5.50  0.15
H  4.81  3.55  -3.76  0.13
H  -5.14  -2.39  2.07  0.12
H  -3.11  7.53  0.23  0.10
H  -8.05  1.66  6.07  0.13
H  5.76  -2.11  6.16  0.12
H  -3.15  -6.49  0.34  0.12
H  -0.68  -0.09  -2.12  0.10
H  -4.90  -1.64  -2.36  0.12
H  -7.40  -3.40  8.49  0.12
H  2.67  6.84  3.78  0.14
H  1.68  -6.71  -1.89  0.13
H  6.68  -1.07  0.01  0.11
H  -10.50  3.61  6.10  0.12
H  0.62  6.09  0.45  0.09
H  4.18  7.37  5.23  0.13
H  4.55  -2.67  -0.41  0.02
H  6.28  -1.37  1.63  0.10
H  1.06  -1.03  -10.38  0.13
H  1.65  -1.71  8.33  0.13
H  1.97  3.84  3.58  0.10
H  0.72  -0.68  -6.56  0.09
H  4.38  6.57  2.52  0.11
H  2.95  -8.75  -1.79  0.12
H  -9.43  3.07  8.75  0.12
H  2.13  -5.36  -3.08  0.13
H  8.66  1.57  -4.35  0.14
H  1.52  -4.71  6.20  0.13
H  3.26  -0.82  -1.06  0.07
H  -7.46  -2.32  4.14  0.11
H  -3.51  -5.52  -4.25  0.13
H  4.40  -2.69  1.25  0.08
H  1.24  0.92  -10.44  0.11
H  3.20  -6.63  -4.82  0.13
H  -4.98  -4.83  3.68  0.11
H  -1.65  -4.26  -3.72  0.10
H  -0.59  -1.29  -4.24  0.12
H  2.69  1.11  -12.66  0.11
H  2.29  -3.32  8.35  0.14
H  -5.08  -4.12  -1.45  0.12
H  -1.52  -3.92  -1.38  0.11
H  0.43  1.35  -0.55  0.11
H  -2.05  -0.53  2.49  0.06
H  4.59  -8.78  -2.40  0.12
H  1.61  3.15  -4.06  0.09
H  -3.68  -2.83  0.17  0.08
H  3.19  -5.85  -0.20  0.12
H  3.33  6.00  7.06  0.11
H  -2.78  -2.13  -1.21  0.11
H  1.98  -2.47  -10.05  0.12
H  -0.20  -1.84  -1.54  0.10
H  -5.85  2.59  6.27  0.15
H  0.21  0.34  -7.93  0.12
H  0.32  -3.97  5.15  0.11
H  2.93  -0.64  -7.07  0.09
H  -4.21  8.72  -0.40  0.13
H  1.07  -0.73  5.94  0.09
H  0.74  -1.38  0.78  0.11
H  -7.26  4.75  7.90  0.13
H  -5.60  -3.33  6.90  0.14
H  -4.69  -0.20  0.34  0.06
H  -0.58  -2.74  8.88  0.11
H  5.90  -3.33  0.62  0.08
H  2.72  4.36  -4.66  0.11
H  1.96  2.58  -12.15  0.11
H  -2.86  3.47  2.47  0.07
H  0.37  -0.36  2.92  0.09
H  8.53  3.27  -2.70  0.15
H  -7.89  -1.84  7.84  0.12
H  -5.56  4.34  6.05  0.13
H  5.69  -6.73  -2.81  0.15
H  2.05  -0.46  -4.52  0.08
H  -0.35  -1.56  6.59  0.12
H  6.87  -0.55  4.83  0.10
H  -4.47  3.63  1.77  0.09
H  3.68  -0.39  -11.05  0.15
H  -4.87  5.99  0.00  0.10
H  0.87  -2.17  -3.71  0.10
H  6.28  0.93  -0.32  0.15
H  -5.43  0.47  -1.13  0.09
H  5.80  5.74  3.13  0.12
H  3.80  -1.47  7.09  0.11
H  5.67  6.54  5.04  0.15
H  -9.78  -4.22  8.40  0.09
H  2.36  -9.71  -5.58  0.11
H  -0.69  -0.69  0.28  0.08
H  4.19  0.63  -9.66  0.14
H  -7.54  5.79  5.91  0.11
H  4.10  2.56  -5.92  0.13
H  -4.76  -6.24  -2.18  0.14
H  5.63  0.49  5.46  0.07
H  1.70  3.89  -7.05  0.09
H  -2.20  5.12  -3.70  0.10
H  -7.78  -4.47  6.40  0.12
H  5.55  -0.15  3.82  0.07
H  -6.29  -1.13  2.17  0.14
H  -6.94  -3.71  3.22  0.14
H  -8.09  5.03  4.39  0.11
H  5.07  -2.44  4.60  0.11
H  -3.34  -7.26  -1.64  0.16
H  -3.72  0.11  -1.03  0.07
H  -0.74  -5.67  -3.37  0.12
H  -0.26  -8.30  -6.59  0.07
H  0.13  4.94  4.69  0.10
H  4.07  -8.06  -4.50  0.14
H  2.01  3.95  -1.26  0.07
H  -1.23  6.71  -3.79  0.11
H  -5.79  -2.03  -0.91  0.11
H  -3.32  8.43  -2.63  0.14
H  0.51  7.19  3.93  0.05
H  2.26  5.81  5.19  0.14
H  -4.58  5.98  -3.01  0.14
H  4.32  3.01  -12.85  0.09
H  -6.27  2.34  4.01  0.10
H  4.06  -2.42  -9.68  0.12
H  1.98  -2.08  -0.70  0.10
H  5.29  -5.59  -0.68  0.13
H  -4.15  -2.04  5.67  0.13
H  3.14  1.31  -5.02  0.08
H  4.30  -7.80  -0.98  0.11
H  4.65  -0.08  -4.11  0.07
H  -5.69  -0.57  4.45  0.11
H  4.06  3.54  -11.24  0.10
H  6.33  -0.39  -3.63  0.12
H  -2.01  4.80  -1.00  0.10
H  -1.79  6.33  -0.26  0.11
H  -5.74  6.90  -1.26  0.12
H  -3.95  4.80  -1.96  0.08
H  -0.31  -2.00  -8.59  0.13
H  1.14  1.60  -2.51  0.11
H  0.44  -4.10  9.30  0.12
H  5.03  0.15  -2.35  0.09
H  5.44  3.79  4.49  0.15
H  -0.24  -9.82  -5.58  0.07
H  -3.87  2.03  2.40  0.05
H  -9.70  4.61  8.03  0.11
H  1.24  2.29  -6.44  0.04
H  4.45  4.78  2.28  0.09
H  7.20  1.39  -2.21  0.13
H  3.45  -2.45  -7.97  0.10
H  3.80  3.35  4.21  0.13
H  -6.31  3.99  3.55  0.10
H  -8.83  2.52  4.72  0.15
H  7.26  4.19  -3.50  0.12
H  2.01  0.78  0.04  0.11
H  -0.08  4.51  0.37  0.12
H  4.84  1.98  -11.59  0.06
H  4.75  -1.35  -8.43  0.11
H  4.95  3.63  6.70  0.10
H  -2.90  6.60  -4.34  0.12
H  -6.35  -1.81  6.30  0.13
H  -0.10  4.85  -2.33  0.12
H  2.64  1.00  -7.97  0.13
H  1.14  -2.58  -7.73  0.11
H  -1.67  1.01  3.33  0.06
H  3.97  2.32  -2.83  0.09
H  -0.31  4.40  3.12  0.08
H  3.28  3.60  6.56  0.11
H  -10.13  -3.12  7.23  0.07
H  2.27  -8.16  -6.44  0.11
H  -3.62  -2.88  4.23  0.08
H  2.84  -4.27  -1.00  0.09
H  -1.97  1.05  1.64  0.05
H  5.17  -4.32  -1.83  0.11
H  -7.20  3.00  8.09  0.14
H  5.04  5.87  7.37  0.13
H  2.64  -1.91  -2.27  0.07
H  -0.48  -5.29  7.48  0.12
H  0.22  -1.85  4.90  0.10
H  -3.96  -3.80  -2.69  0.14
H  1.82  -8.90  -3.55  0.09
H  -4.56  -4.82  5.52  0.13
H  2.29  4.19  0.47  0.02
H  0.25  6.60  -1.87  0.14
H  4.64  -5.51  -3.66  0.11
H  -3.14  -4.69  0.79  0.06
H  -1.95  8.40  -1.62  0.15
H  6.03  2.35  -5.66  0.10
H  0.57  -9.76  -7.13  0.08
H  -4.61  -5.52  0.21  0.12
H  8.34  3.01  -5.41  0.14
H  2.46  -2.80  4.68  0.13
H  -1.31  -5.67  -1.09  0.16
H  5.99  2.61  -1.94  0.10
H  -8.43  -2.90  5.76  0.12
H  -10.43  2.03  6.86  0.13
H  0.09  6.76  2.25  0.05
H  -9.90  -2.52  8.91  0.09
H  -4.10  4.43  4.33  0.11
H  3.20  -3.73  6.04  0.13
H  -3.79  2.74  4.63  0.11
H  0.49  1.22  2.19  0.11
H  1.12  -7.40  -4.23  0.10
H  2.67  5.46  -0.71  0.08
H  -2.63  -7.03  -3.90  0.13
H  -4.19  -0.52  3.42  0.11
H  -1.23  6.77  3.47  0.08
H  -6.15  -5.24  4.98  0.10
H  -1.34  -3.85  7.02  0.11
H  -9.22  5.24  5.76  0.12
H  2.41  2.08  -9.76  0.12
H  2.73  0.73  -2.71  0.10
H  0.43  3.79  -5.85  0.08

---

Entry 4:
Molecular formula: C23H20Cl2F4N3O8ScSi
Method: DFT, ωB97M-V/def2-TZVPD

* Kohn-Sham gap: 6.5176 eV
* HOMO energy: -2.4 eV
* net charge: -2
* LUMO energy: 4.132 eV

Last column: Löwdin charge in e.
Element x y z (Å)
Sc  -0.93  0.26  -0.44  1.14
Cl  -4.77  -5.98  1.50  0.59
Cl  -4.02  -2.21  -2.27  0.71
Si  -0.14  3.67  -1.34  0.41
F  -2.91  0.93  -1.31  -0.20
F  -2.44  1.54  0.70  -0.18
F  -3.85  -0.09  0.38  -0.05
F  -1.02  -0.26  -3.00  0.03
O  2.99  1.59  2.34  0.03
O  0.63  -3.02  0.80  0.04
O  0.16  -1.75  4.19  0.08
O  0.37  1.49  0.82  -0.11
O  2.61  -0.19  4.66  0.09
O  -1.55  -1.67  -0.82  -0.16
O  -0.96  -0.66  1.57  -0.03
O  1.00  -0.53  -1.04  -0.04
N  2.78  -1.15  0.20  0.21
N  -0.21  2.01  -1.83  -0.12
N  2.68  0.98  -0.72  0.21
C  -1.72  -3.46  0.77  -0.10
C  1.77  1.91  -5.02  -0.13
C  1.83  -0.02  3.76  -0.28
C  1.32  0.71  -5.57  -0.14
C  -2.18  -2.67  -0.34  -0.35
C  -0.09  0.46  -3.66  -0.23
C  -4.22  -4.06  -0.33  -0.15
C  -0.38  -3.39  1.35  -0.21
C  -3.68  1.19  -0.05  -0.20
C  -0.67  4.82  -2.76  -0.18
C  -3.44  -3.06  -0.87  -0.57
C  2.10  -0.23  -0.53  -0.59
C  -1.31  4.12  0.06  -0.18
C  1.97  0.96  2.62  -0.32
C  -0.01  -0.25  2.29  -0.28
C  1.29  2.36  -3.80  -0.07
C  0.74  0.87  1.88  -0.29
C  0.37  -0.02  -4.86  -0.03
C  -3.77  -4.74  0.80  -0.68
C  -2.54  -4.44  1.34  -0.08
C  0.31  1.66  -3.05  -0.34
C  1.57  4.24  -0.75  -0.18
C  0.55  -0.81  3.52  -0.29
H  -0.02  -0.97  -5.22  0.11
H  -0.69  5.85  -2.40  0.02
H  2.21  -1.93  0.51  0.08
H  2.40  3.96  -1.41  0.01
H  -5.18  -4.29  -0.77  0.10
H  -2.19  -4.98  2.22  0.11
H  -1.21  5.20  0.22  0.03
H  1.70  0.35  -6.51  0.08
H  2.52  2.49  -5.53  0.09
H  -1.69  4.55  -3.07  0.03
H  1.69  3.29  -3.40  0.08
H  1.98  1.63  -1.06  0.06
H  -1.05  3.61  0.98  0.02
H  -2.35  3.90  -0.18  0.03
H  1.59  5.33  -0.65  0.02
H  3.17  1.34  0.09  0.09
H  1.77  3.81  0.24  0.02
H  -0.33  -3.75  2.39  0.12
H  3.50  -0.82  0.81  0.11
H  -0.03  4.77  -3.64  0.01

---

Entry 5:
Molecular formula: C14H30Cl6N4O4
Method: DFT, ωB97M-V/def2-TZVPD

* Kohn-Sham gap: 9.3803 eV
* HOMO energy: -9.1 eV
* structure (SMILES): ClC(Cl)Cl.ClC(Cl)Cl.CN(C)C=O.CN(C)C=O.CN(C)C=O.CN(C)C=O
* relative energy (zero: lowest compared OMol25 entry of this formula, charge and spin): 1.8 kcal per mole
* LUMO energy: 0.250 eV

Last column: Löwdin charge in e.
Element x y z (Å)
Cl  -4.42  2.97  -1.28  0.54
Cl  1.10  -2.19  0.81  0.60
Cl  -4.16  1.22  -3.61  0.54
Cl  -2.44  0.85  -1.40  0.60
Cl  -0.37  -0.08  2.02  0.57
Cl  -1.82  -2.30  0.89  0.60
O  -0.03  -1.14  -2.32  -0.01
O  -1.87  6.41  3.21  0.05
O  1.74  2.69  -2.03  0.02
O  -1.71  -8.03  0.93  0.03
N  -0.95  -6.10  0.03  -0.19
N  2.19  -0.89  -2.44  -0.21
N  -2.15  4.25  2.65  -0.19
N  2.12  2.64  0.20  -0.18
C  2.67  1.31  0.23  -0.05
C  -0.41  -1.27  0.74  -1.54
C  -1.96  5.56  2.40  -0.39
C  -2.25  3.23  1.57  -0.07
C  -1.67  -7.24  0.03  -0.37
C  3.33  0.00  -2.50  -0.06
C  -0.85  -5.26  -1.17  -0.05
C  -3.30  2.04  -2.30  -1.55
C  2.46  -2.22  -2.30  -0.11
C  -0.08  -5.77  1.12  -0.07
C  0.93  -0.45  -2.41  -0.37
C  2.07  3.34  1.46  -0.06
C  1.69  3.20  -0.96  -0.33
C  -2.27  3.77  3.97  -0.07
H  -0.42  -0.78  -0.22  -0.05
H  -2.61  2.72  -2.75  0.01
H  -2.20  4.61  4.67  0.09
H  -1.48  3.05  4.20  0.09
H  -3.18  2.67  1.69  0.08
H  3.07  3.66  1.78  0.10
H  2.98  1.03  -2.37  0.05
H  -1.90  5.76  1.32  0.13
H  2.45  0.80  -0.71  0.03
H  1.64  2.70  2.23  0.08
H  0.89  0.65  -2.48  0.13
H  -0.24  -4.72  1.38  0.03
H  3.11  -2.54  -3.12  0.11
H  3.77  1.34  0.26  0.11
H  3.81  -0.04  -3.49  0.11
H  -1.81  -5.22  -1.67  0.09
H  -3.25  3.31  4.15  0.10
H  -0.55  -4.26  -0.89  0.04
H  -2.23  3.69  0.59  0.05
H  -1.41  2.53  1.65  0.04
H  -2.25  -7.39  -0.89  0.13
H  1.48  4.25  1.37  0.08
H  1.53  -2.76  -2.36  0.08
H  0.97  -5.87  0.82  0.10
H  4.06  -0.28  -1.74  0.09
H  1.30  4.23  -0.80  0.14
H  -0.06  -5.65  -1.83  0.09
H  -0.28  -6.36  1.99  0.08
H  2.99  -2.39  -1.36  0.08
H  2.27  0.73  1.05  0.05

---

The evaluated maximum force for the records listed, in turn: 2.3, 3.7, 4.0, 0.7, 3.0 eV/A.